Molecular formula: C30H36AsHoN4O
Method: DFT, wB97M-V/def2-TZVPD

Each line ends with the Löwdin charge.
Element x y z (Å)
Ho (-0.13172, 0.53011, 0.25705)  1.622
N (2.16190, 3.06350, 3.82019)  0.248
C (1.38420, 1.80920, 3.36438)  -0.266
C (2.17673, 0.53194, 3.64880)  -0.105
C (1.39226, -0.69912, 3.28402)  -0.291
N (1.23918, -0.85028, 1.72935)  0.001
C (0.04131, -0.72665, 3.99712)  -0.076
C (-0.78222, 0.55481, 3.74100)  -0.312
N (-1.33363, 0.62279, 2.34769)  -0.018
C (-0.00212, 1.83968, 4.05147)  -0.074
H (3.10314, 3.16659, 3.34208)  0.210
H (2.36696, 2.98454, 4.82098)  0.184
H (1.57490, 3.89710, 3.67625)  0.182
H (1.28190, 1.89652, 2.26323)  0.116
H (2.49855, 0.49075, 4.73350)  0.176
H (3.11615, 0.50736, 3.06997)  0.141
H (1.98866, -1.57047, 3.67603)  0.181
H (0.90481, -1.80118, 1.53430)  0.067
H (2.21346, -0.80340, 1.35425)  0.112
H (0.24539, -0.74935, 5.05706)  0.144
H (-0.56846, -1.61824, 3.74646)  0.144
H (-1.63653, 0.51635, 4.45619)  0.177
H (-1.97697, 1.42618, 2.28431)  0.119
H (-2.01713, -0.13634, 2.24824)  0.078
H (0.12109, 1.84630, 5.14809)  0.160
H (-0.62868, 2.66644, 3.74676)  0.130
O (-0.99160, 2.55231, -0.23144)  -0.196
C (-0.02282, 3.63540, -0.43461)  -0.098
C (1.36577, 3.08353, -0.62480)  -0.254
C (2.40145, 4.04309, -0.78917)  0.046
C (3.71964, 3.59103, -0.93835)  0.054
C (3.91556, 2.19267, -0.97683)  0.010
C (2.85582, 1.32152, -0.85611)  -0.083
N (1.57667, 1.75472, -0.61200)  -0.071
H (-1.88542, 2.92695, -0.14994)  0.152
H (-0.10087, 4.35201, 0.38127)  0.145
H (-0.28172, 4.19258, -1.35459)  0.171
H (2.08213, 5.06018, -0.64376)  0.137
H (4.52156, 4.29366, -1.02420)  0.137
H (4.88554, 1.78404, -0.97198)  0.121
H (3.01541, 0.23570, -0.93529)  0.120
C (-3.11387, -3.13659, -6.04467)  -0.037
C (-3.98544, -2.33823, -5.32875)  -0.044
C (-3.48206, -1.55952, -4.27672)  -0.116
C (-2.11923, -1.54012, -3.95634)  -0.361
C (-1.26787, -2.38273, -4.69722)  -0.098
C (-1.76082, -3.18922, -5.70410)  -0.044
As (-1.45790, -0.03821, -2.81310)  1.375
C (-2.15443, -0.65846, -1.03923)  -0.429
C (-3.45060, -0.46784, -0.57454)  -0.080
C (-3.93768, -1.16589, 0.52847)  -0.012
C (-3.11297, -2.10588, 1.20437)  -0.028
C (-1.81248, -2.35848, 0.75020)  -0.022
C (-1.30363, -1.64989, -0.36585)  -0.340
C (-0.04698, -1.90918, -1.07018)  -0.309
C (0.91130, -2.85710, -0.70595)  -0.033
C (2.11581, -2.90917, -1.41009)  -0.004
C (2.28579, -2.10698, -2.59448)  -0.016
C (1.29712, -1.23595, -3.00551)  -0.114
C (0.11835, -1.13116, -2.27026)  -0.389
H (-3.47763, -3.71971, -6.90528)  0.137
H (-5.06183, -2.24809, -5.57287)  0.137
H (-4.16041, -0.93055, -3.69733)  0.096
H (-0.20994, -2.40576, -4.49276)  0.081
H (-1.10374, -3.84982, -6.27922)  0.131
H (-4.01370, 0.29271, -1.07485)  0.116
H (-4.97981, -1.00480, 0.81749)  0.139
H (-3.53556, -2.69709, 2.05898)  0.153
H (-1.21495, -3.13043, 1.24261)  0.129
H (0.75866, -3.46923, 0.22665)  0.141
H (2.87413, -3.65038, -1.10971)  0.137
H (3.21349, -2.19319, -3.15027)  0.132
H (1.39863, -0.66759, -3.92649)  0.133

Calculated values
HOMO (spin up / spin down), Ha: -0.6515 / -0.6515
Multiplicity: 5
Orbital gap (spin up / spin down), hartree: 0.22180 / 0.22616
Net charge: +4


Molecular formula: C30H36AsI2N3O4PdS2
Method: DFT, wB97M-V/def2-TZVPD

Each line ends with the Löwdin charge.
Element x y z (Å)
Pd (-0.56792, -0.52382, 0.38490)  0.448
I (2.20488, -1.27415, -4.47598)  0.829
C (0.16589, -0.86541, -4.07464)  -0.618
C (-0.66471, -0.44750, -5.08719)  -0.264
C (-2.00180, -0.27012, -4.82213)  -0.647
I (-3.21242, 0.46078, -6.43106)  0.740
C (-2.55817, -0.55766, -3.57162)  -0.225
C (-3.93367, -0.53399, -3.26772)  -0.065
C (-4.36737, -0.94252, -2.03248)  -0.077
C (-3.42465, -1.35807, -1.09033)  -0.169
N (-2.12964, -1.37128, -1.34108)  0.083
C (-1.67345, -0.98248, -2.53812)  -0.150
C (-0.22690, -1.07860, -2.73862)  -0.494
O (0.58489, -1.38406, -1.83610)  -0.189
H (-0.27338, -0.25827, -6.07834)  0.067
H (-4.64043, -0.21809, -4.02656)  0.045
H (-5.42428, -0.96082, -1.79701)  0.095
H (-3.73225, -1.72333, -0.11415)  0.095
C (-1.43857, -5.24876, 0.46478)  -0.127
C (-0.99165, -4.06941, -0.39896)  -0.312
N (0.16086, -3.38345, 0.16045)  -0.045
C (-0.00319, -2.39293, 1.13065)  -0.903
S (-1.48173, -2.24930, 1.94813)  0.693
N (1.20625, -2.19605, 1.80732)  -0.053
C (1.35838, -1.06813, 2.72464)  -0.313
C (0.83600, -1.41783, 4.11678)  -0.130
H (-2.28519, -5.74199, -0.01067)  0.057
H (-1.75123, -4.88983, 1.44179)  0.017
H (-0.62878, -5.96215, 0.59007)  0.057
H (-1.83371, -3.38367, -0.52222)  0.056
H (-0.70880, -4.43873, -1.38820)  0.114
H (0.79165, -3.05078, -0.56642)  0.092
H (1.97521, -2.24861, 1.14095)  0.098
H (0.84107, -0.16409, 2.35187)  0.061
H (2.43040, -0.84976, 2.79362)  0.099
H (-0.19355, -1.75894, 4.04377)  -0.006
H (0.87979, -0.54019, 4.75930)  0.060
H (1.43484, -2.21291, 4.56153)  0.058
C (4.09159, -0.29085, -1.04489)  -0.323
As (2.36247, 0.49151, -0.32043)  1.218
C (2.26863, 1.90075, -1.66697)  -0.295
C (3.36413, 1.52974, 1.13448)  -0.320
C (4.15562, 2.69565, 0.71397)  -0.312
C (5.51278, 2.60051, 0.39904)  -0.069
C (6.25804, 3.71789, 0.07015)  -0.116
C (5.66852, 4.97060, 0.06001)  -0.131
C (4.31805, 5.08262, 0.35429)  -0.101
C (3.56957, 3.96364, 0.65860)  -0.047
H (4.77601, 0.47744, -1.40177)  -0.003
H (3.87734, -0.95914, -1.87363)  -0.057
H (4.60067, -0.87239, -0.27333)  0.000
H (3.25584, 2.30121, -1.91004)  0.026
H (1.63046, 2.69401, -1.29035)  0.011
H (1.80409, 1.50515, -2.56757)  0.008
H (3.99846, 0.79609, 1.64410)  0.062
H (2.56143, 1.85327, 1.79425)  0.047
H (5.99425, 1.63172, 0.42929)  0.100
H (7.31281, 3.61591, -0.16182)  0.089
H (6.25617, 5.84966, -0.17090)  0.083
H (3.84532, 6.05570, 0.35100)  0.094
H (2.51331, 4.04863, 0.87316)  0.117
C (-5.66916, -0.20081, 2.91306)  -0.067
C (-4.46571, 0.39435, 2.24058)  -0.296
C (-4.52380, 0.80573, 0.91620)  -0.072
C (-3.38439, 1.25197, 0.26228)  -0.079
C (-2.17046, 1.28063, 0.93321)  -0.314
C (-2.12411, 0.95852, 2.28811)  -0.111
C (-3.26145, 0.50720, 2.93012)  -0.082
S (-0.71650, 1.95659, 0.09058)  0.377
O (-1.05541, 3.36221, -0.09738)  -0.344
O (-0.56433, 1.26459, -1.17790)  -0.361
O (0.39793, 1.80396, 1.03624)  -0.452
H (-6.59166, 0.22490, 2.52018)  0.066
H (-5.62706, -0.04498, 3.98929)  0.066
H (-5.68682, -1.27744, 2.73854)  0.076
H (-5.47038, 0.76081, 0.39061)  0.103
H (-3.40865, 1.57330, -0.77023)  0.120
H (-1.18806, 1.07992, 2.81989)  0.103
H (-3.20822, 0.19617, 3.96506)  0.105

Calculated values
HOMO, Ha: -0.0375
Orbital gap, hartree: 0.17231
Net charge: -2


Molecular formula: C30H36BBrClN10OPt
Method: DFT, wB97M-V/def2-TZVPD

Each line ends with the Löwdin charge.
Element x y z (Å)
Pt (1.27386, -0.04564, -1.68603)  1.167
C (-1.71859, -0.29255, -5.07135)  -0.041
C (-1.26877, -0.71238, -3.81678)  -0.155
N (-0.19888, -0.01314, -3.44918)  -0.065
N (0.06106, 0.85341, -4.44535)  -0.033
C (-0.84114, 0.71079, -5.42943)  -0.059
B (1.25976, 1.81645, -4.34167)  -0.498
N (2.56702, 1.00566, -4.32786)  -0.033
C (3.60222, 1.02224, -5.18344)  -0.059
C (4.54404, 0.11476, -4.74336)  -0.046
C (3.99175, -0.42050, -3.57652)  -0.138
N (2.80311, 0.12453, -3.33938)  -0.071
N (1.13357, 2.59046, -2.99825)  -0.008
C (0.99962, 3.91013, -2.81905)  -0.049
C (0.87259, 4.17083, -1.46893)  -0.031
C (0.94026, 2.91966, -0.86731)  -0.117
N (1.10249, 1.97719, -1.79637)  -0.129
H (-2.56131, -0.66042, -5.62973)  0.100
H (-1.66156, -1.47566, -3.16566)  0.048
H (-0.79579, 1.32818, -6.31103)  0.127
H (1.25519, 2.57958, -5.26165)  0.124
H (3.59527, 1.67139, -6.04300)  0.127
H (5.49318, -0.11849, -5.19239)  0.100
H (4.39740, -1.15741, -2.90136)  0.107
H (1.00039, 4.57397, -3.66703)  0.132
H (0.74795, 5.12476, -0.98885)  0.104
H (0.87342, 2.66171, 0.17485)  0.087
Br (2.38349, -6.65695, -1.91714)  0.832
C (2.05356, -4.81669, -1.83085)  -0.683
C (2.30500, -4.11429, -0.66203)  -0.082
C (2.04016, -2.76217, -0.63658)  -0.106
N (1.53197, -2.10197, -1.69033)  -0.110
C (1.31266, -2.78844, -2.82147)  -0.123
C (1.56051, -4.14089, -2.93242)  -0.087
H (2.71276, -4.60388, 0.21023)  0.115
H (2.23911, -2.17950, 0.24893)  0.102
H (0.93089, -2.22164, -3.65767)  0.105
H (1.36451, -4.65093, -3.86389)  0.119
C (0.42426, 2.12196, 5.18040)  -0.038
C (-0.85849, 2.09416, 4.33972)  -0.508
C (-0.62235, 2.84172, 3.02090)  -0.035
C (-1.93175, 2.86627, 5.12211)  -0.039
C (-1.33560, 0.61953, 4.11323)  -0.433
O (-1.67909, 0.03351, 5.36990)  -0.006
C (-2.53798, 0.53582, 3.15454)  -0.098
C (-3.20637, -0.85801, 3.09936)  -0.117
C (-2.92314, -1.62237, 1.83068)  -0.251
C (-3.40403, -1.14771, 0.61122)  -0.034
C (-3.15567, -1.82319, -0.57130)  -0.094
C (-2.39475, -2.98252, -0.54345)  -0.656
Cl (-2.09246, -3.83947, -2.02461)  0.713
C (-1.90329, -3.47931, 0.65062)  -0.097
C (-2.18295, -2.80055, 1.83092)  -0.048
C (-0.22972, -0.37601, 3.68923)  -0.018
N (0.51134, -0.10969, 2.45798)  -0.064
C (0.17261, -0.33861, 1.18971)  -0.086
N (1.19242, 0.00347, 0.40535)  -0.119
C (2.14285, 0.45001, 1.27190)  -0.189
N (1.76757, 0.38388, 2.51982)  0.140
H (0.63709, 3.14851, 5.48314)  0.093
H (1.28954, 1.75763, 4.62997)  0.066
H (0.30652, 1.52592, 6.08655)  0.094
H (-0.32061, 3.86630, 3.24606)  0.096
H (-1.52063, 2.89749, 2.40414)  0.087
H (0.18005, 2.39650, 2.43230)  0.054
H (-1.59923, 3.89651, 5.25169)  0.095
H (-2.08027, 2.46075, 6.12436)  0.091
H (-2.89368, 2.90435, 4.60784)  0.083
H (-2.43580, 0.49966, 5.74100)  0.105
H (-2.22240, 0.83380, 2.15221)  0.107
H (-3.27129, 1.28117, 3.46443)  0.114
H (-4.28757, -0.73905, 3.18547)  0.127
H (-2.89864, -1.44832, 3.96209)  0.114
H (-3.99844, -0.24115, 0.58568)  0.129
H (-3.56881, -1.46916, -1.50500)  0.108
H (-1.32892, -4.39620, 0.66068)  0.110
H (-1.81956, -3.20598, 2.76884)  0.121
H (-0.68655, -1.35742, 3.58790)  0.119
H (0.51159, -0.43446, 4.48017)  0.139
H (-0.76419, -0.76673, 0.86905)  0.121
H (3.11570, 0.79478, 0.96252)  0.129

Calculated values
HOMO, Ha: -0.3986
Orbital gap, hartree: 0.30240
Net charge: +1


Molecular formula: C30H36BN10O7PPmS2
Method: DFT, wB97M-V/def2-TZVPD

Each line ends with the Löwdin charge.
Element x y z (Å)
Pm (-1.20206, -1.03662, -0.80352)  1.554
O (2.85311, -3.22514, 3.75865)  0.060
C (1.88941, -2.98393, 2.82548)  -0.277
C (1.88330, -3.62793, 1.59080)  0.066
C (0.88429, -3.29215, 0.69886)  -0.214
N (-0.06435, -2.42161, 1.01033)  0.022
C (-0.07048, -1.82474, 2.19388)  -0.181
C (0.90112, -2.05588, 3.14606)  0.077
C (-1.21590, -0.83036, 2.35578)  -0.609
O (-1.19846, -0.05670, 3.30594)  0.045
O (-2.06911, -0.90599, 1.40354)  -0.194
C (0.78912, -3.82881, -0.72018)  -0.646
O (1.47430, -4.80489, -1.01934)  0.025
O (0.00551, -3.15852, -1.46380)  -0.230
H (3.47233, -3.87563, 3.40414)  0.107
H (2.62690, -4.35908, 1.29980)  0.127
H (0.88109, -1.53548, 4.09131)  0.121
B (-4.73957, -0.86920, -1.35804)  -0.422
N (-4.23417, -2.26210, -1.84269)  -0.088
C (-4.90434, -3.26868, -2.40599)  -0.096
C (-4.02648, -4.31432, -2.64084)  -0.066
C (-2.79981, -3.84231, -2.17785)  -0.138
N (-2.93580, -2.60641, -1.69392)  -0.070
N (-4.09977, 0.25215, -2.23235)  -0.089
C (-4.66229, 1.05968, -3.13695)  -0.096
C (-3.69719, 1.92810, -3.61835)  -0.066
C (-2.53938, 1.56056, -2.93173)  -0.196
N (-2.78869, 0.55782, -2.09679)  -0.096
H (-5.94282, -0.82940, -1.49305)  0.070
H (-4.36477, -0.70824, -0.21593)  0.063
H (-5.95875, -3.16788, -2.59841)  0.113
H (-4.24104, -5.26984, -3.08531)  0.083
H (-1.82354, -4.29723, -2.17772)  0.098
H (-5.71046, 0.96613, -3.36298)  0.112
H (-3.81296, 2.70542, -4.35282)  0.082
H (-1.53941, 1.95654, -3.00454)  0.091
C (3.95164, 1.80870, -1.95715)  -0.073
C (2.98061, 2.16820, -3.06660)  -0.449
C (3.61547, 2.11271, -4.44503)  -0.050
O (1.77017, 1.38951, -3.07407)  -0.316
P (1.58048, -0.16620, -2.72902)  -0.110
S (-0.11058, -0.70299, -3.55645)  0.341
S (1.69528, -0.46291, -0.76797)  0.385
O (2.86480, -0.75674, -3.46624)  -0.313
C (3.29756, -2.13838, -3.57768)  -0.430
C (2.19722, -3.03971, -4.09773)  -0.075
C (3.89184, -2.62612, -2.27350)  -0.064
H (4.79484, 2.50105, -2.01114)  0.082
H (4.33165, 0.79466, -2.07213)  0.067
H (3.49247, 1.89152, -0.97328)  0.051
H (2.61607, 3.18395, -2.88682)  0.137
H (3.98128, 1.10831, -4.65363)  0.074
H (4.45389, 2.81094, -4.49856)  0.078
H (2.88533, 2.37958, -5.20769)  0.083
H (4.09265, -2.05943, -4.32444)  0.136
H (1.38731, -3.15401, -3.37463)  0.041
H (2.62232, -4.02780, -4.28616)  0.088
H (1.78495, -2.64765, -5.02679)  0.071
H (3.13145, -2.72421, -1.50035)  0.031
H (4.67115, -1.94869, -1.92086)  0.077
H (4.33035, -3.61219, -2.43631)  0.088
C (1.00989, 2.50760, 0.90554)  -0.023
C (-0.46659, 2.35800, 1.03079)  -0.348
N (-1.23045, 1.59640, 0.28354)  0.060
C (-2.53185, 1.87780, 0.66942)  -0.130
C (-2.54260, 2.81288, 1.64301)  -0.033
N (-1.21372, 3.12698, 1.86999)  -0.015
C (-0.73683, 4.13551, 2.77521)  -0.071
N (-0.98338, 3.82499, 4.16560)  -0.047
N (-1.85828, 4.59400, 4.85529)  0.042
N (-1.85245, 4.26168, 6.08996)  0.063
C (-0.93446, 3.24165, 6.24662)  -0.238
C (-0.55376, 2.54265, 7.39841)  -0.024
C (0.40636, 1.57386, 7.25029)  -0.088
C (0.97532, 1.28861, 5.98440)  -0.076
C (0.59583, 1.95472, 4.84701)  -0.007
C (-0.37372, 2.95155, 5.01367)  -0.162
H (1.39088, 1.71609, 0.26107)  -0.029
H (1.52350, 2.45501, 1.86701)  0.068
H (1.25721, 3.46781, 0.44354)  0.090
H (-3.37075, 1.35342, 0.24872)  0.085
H (-3.33657, 3.24806, 2.22133)  0.119
H (-1.24815, 5.08236, 2.59985)  0.136
H (0.33122, 4.27264, 2.61403)  0.132
H (-1.00688, 2.76424, 8.35452)  0.108
H (0.72645, 1.00103, 8.11023)  0.097
H (1.71416, 0.50242, 5.90754)  0.101
H (0.98060, 1.67854, 3.87623)  0.096

Calculated values
HOMO (spin up / spin down), Ha: -0.2146 / -0.2149
Multiplicity: 5
Orbital gap (spin up / spin down), hartree: 0.29757 / 0.29790
Net charge: -1


- What is the net charge in the third record?
  +1